Model P:
Formula: C2H6N2O2S
Source: the OMol25 dataset
Level of theory: ωB97M-V with the def2-TZVPD basis set

Computed properties:
* Kohn-Sham gap: 8.328 eV
* SMILES string: C#S(=O)O.C=NN
* HOMO level: -8.734 eV

Geometry as ORCA input:
```
! RIJCOSX wB97M-V def2-TZVPD def2/J DEFGRID3
* xyz 0 1
C -0.233 -1.453 0.526
S -0.259 -1.960 -1.016
O 0.257 -3.025 -1.855
O -0.512 -0.570 -1.804
H 0.071 -2.305 1.061
H -0.674 0.069 -1.131
C 1.115 0.828 0.334
N -0.007 1.407 -0.017
N -0.907 1.796 0.843
H 1.673 0.417 -0.452
H 1.636 0.590 1.276
H -1.330 2.681 0.481
H -0.831 1.524 1.753
*
```

Model Q:
Formula: C2H6N2O2S
Source: the OMol25 dataset
Level of theory: ωB97M-V with the def2-TZVPD basis set

Computed properties:
* Kohn-Sham gap: 9.085 eV
* HOMO level: -8.800 eV

Geometry as ORCA input:
```
! RIJCOSX wB97M-V def2-TZVPD def2/J DEFGRID3
* xyz 0 1
C -0.468 -1.311 -1.004
C 0.602 -0.887 -0.136
N -0.194 -1.785 -2.133
N 0.144 1.940 0.565
O 1.154 0.123 2.383
O -1.229 -0.080 1.711
S 0.176 -0.188 1.362
H -1.470 -1.382 -0.678
H 1.623 -0.859 -0.587
H -0.869 -2.312 -2.820
H -0.775 2.485 0.359
H 0.683 1.755 -0.253
H 0.625 2.502 1.229
*
```

Energies relative to the most stable structure, in eV: model P 3.454; model Q 0.000.

Model P:
Formula: C4H12N2OS
Source: the OMol25 dataset
Level of theory: ωB97M-V with the def2-TZVPD basis set

Computed properties:
* Kohn-Sham gap: 9.716 eV
* SMILES string: N[C@H](CS)CNCO
* HOMO level: -8.854 eV

Geometry as ORCA input:
```
! RIJCOSX wB97M-V def2-TZVPD def2/J DEFGRID3
* xyz 0 1
N 1.865 1.311 0.646
C 1.079 0.136 0.212
C 1.900 -0.607 -0.812
S 1.188 -2.234 -1.281
C -0.367 0.366 -0.164
N -1.038 1.341 0.675
C -2.461 1.401 0.488
O -3.154 0.475 1.298
H 2.071 1.905 -0.153
H 1.293 1.887 1.256
H 1.061 -0.485 1.110
H 2.955 -0.791 -0.592
H 1.897 -0.059 -1.764
H 1.912 -3.001 -0.456
H -0.516 0.598 -1.222
H -0.874 -0.608 -0.098
H -0.766 1.233 1.643
H -2.756 2.416 0.734
H -2.656 1.247 -0.571
H -3.818 0.901 1.839
*
```

Model Q:
Formula: C4H12N2OS
Source: the OMol25 dataset
Level of theory: ωB97M-V with the def2-TZVPD basis set

Computed properties:
* Kohn-Sham gap: 9.062 eV
* SMILES string: N[C@H](CS)CNCO
* HOMO level: -8.219 eV

Geometry as ORCA input:
```
! RIJCOSX wB97M-V def2-TZVPD def2/J DEFGRID3
* xyz 0 1
N -1.959 1.105 0.157
C -0.698 0.804 -0.363
C -0.467 1.239 -1.850
S 1.351 1.192 -2.014
C -0.573 -0.834 -0.185
N -0.569 -1.115 1.208
C 0.353 -2.048 1.820
O 1.177 -1.520 2.931
H -2.699 0.650 -0.229
H -2.079 1.705 0.809
H 0.091 1.443 0.204
H -0.733 2.201 -2.069
H -0.851 0.621 -2.663
H 1.619 1.318 -0.661
H -1.526 -1.200 -0.798
H 0.332 -1.143 -0.781
H -0.808 -0.336 1.823
H -0.328 -2.939 2.070
H 1.138 -2.371 1.092
H 0.823 -1.754 3.892
*
```

Energies relative to the most stable structure, in eV: model P 0.000; model Q 2.000.

Model P:
Formula: C4H12N2OS
Source: the OMol25 dataset
Level of theory: ωB97M-V with the def2-TZVPD basis set

Computed properties:
* Kohn-Sham gap: 4.064 eV
* HOMO level: -8.063 eV

Geometry as ORCA input:
```
! RIJCOSX wB97M-V def2-TZVPD def2/J DEFGRID3
* xyz 0 1
C -0.208 0.743 -0.749
N -1.497 0.254 -1.148
C -2.264 -0.490 0.078
O -1.546 -1.025 1.009
C -0.272 1.765 0.431
C 1.954 -2.041 -0.220
S 2.683 -0.511 -0.501
N 0.827 1.441 1.271
H 0.470 1.057 -1.572
H 0.413 -0.046 -0.204
H -1.486 -0.402 -1.904
H -2.919 0.322 0.437
H -2.855 -1.022 -0.684
H 2.329 -2.231 0.761
H -0.196 2.772 0.026
H 0.793 -2.045 -0.155
H 2.218 -2.914 -0.788
H 1.608 0.844 0.872
H -1.210 1.625 0.952
H 1.158 1.904 2.088
*
```

Model Q:
Formula: C4H12N2OS
Source: the OMol25 dataset
Level of theory: ωB97M-V with the def2-TZVPD basis set

Computed properties:
* Kohn-Sham gap (spin up / spin down): 8.430 / 8.429 eV
* HOMO level (spin up / spin down): -8.746 / -8.745 eV

Geometry as ORCA input:
```
! RIJCOSX wB97M-V def2-TZVPD def2/J DEFGRID3
* xyz 0 1
C 0.880 -1.944 -0.446
C 1.238 1.491 -0.175
C 0.419 -1.374 0.799
C -0.257 1.206 -0.544
N -3.471 0.980 0.198
N -0.787 0.380 0.431
O -2.428 -1.075 -0.742
S -2.348 -0.032 0.273
H 1.135 -3.019 -0.230
H 0.074 -1.896 -1.156
H 1.652 -1.403 -0.877
H 1.477 1.946 0.719
H 1.848 0.534 -0.247
H 1.451 2.233 -0.848
H -0.308 -1.846 1.279
H 1.267 -1.026 1.421
H -0.830 2.087 -0.712
H -0.254 0.573 -1.506
H -3.903 1.123 -0.709
H -2.446 -0.413 1.487
*
```

Energies relative to the most stable structure, in eV: model P 1.852; model Q 0.000.